Density functional theory data (ωB97M-V with the def2-TZVPD basis set) for a structure of composition C30H24FeNOP2S3.

Each line ends with the Löwdin charge.
Positions of all 62 atoms, in Å:
Fe: -1.91802 -0.09628 0.15338  -0.333
S: -1.64378 0.26299 2.65188  0.248
P: 0.05165 0.39756 1.57352  0.319
C: 0.25529 -0.71513 0.34909  -0.517
P: 0.07330 -0.66671 -1.29540  0.360
S: -1.57917 -0.08991 -2.30825  0.280
C: 0.49901 -2.37355 -1.90505  -0.320
C: 1.28097 -3.21263 -1.11787  -0.099
C: 1.63938 -4.48126 -1.55995  -0.109
C: 1.20907 -4.93317 -2.80183  -0.131
C: 0.41612 -4.11040 -3.58968  -0.111
C: 0.06552 -2.84015 -3.14015  -0.108
C: 1.44771 0.33092 -2.06128  -0.297
C: 2.66759 -0.21357 -2.45332  -0.087
C: 3.69845 0.59409 -2.92974  -0.118
C: 3.52453 1.96781 -3.00986  -0.129
C: 2.31261 2.52399 -2.61524  -0.109
C: 1.28539 1.71348 -2.15318  -0.115
C: 0.38479 2.17365 1.18194  -0.315
C: -0.66778 3.06578 0.99389  -0.107
C: -0.42081 4.37277 0.59358  -0.096
C: 0.88368 4.80897 0.37733  -0.127
C: 1.93809 3.92726 0.56144  -0.122
C: 1.68534 2.61761 0.95968  -0.098
C: 1.46983 0.15605 2.77448  -0.330
C: 1.50556 0.85030 3.98142  -0.110
C: 2.55364 0.67943 4.87505  -0.112
C: 3.58723 -0.20373 4.57073  -0.134
C: 3.55689 -0.90585 3.37634  -0.111
C: 2.50050 -0.72340 2.48369  -0.093
H: 1.56729 -2.85748 -0.13369  0.080
H: 2.24329 -5.12265 -0.92687  0.087
H: 1.47799 -5.92650 -3.14552  0.082
H: 0.05784 -4.46003 -4.55198  0.086
H: -0.57093 -2.19492 -3.73461  0.057
H: 2.82078 -1.28479 -2.38899  0.091
H: 4.63764 0.14594 -3.23733  0.084
H: 4.32597 2.60139 -3.37477  0.082
H: 2.16563 3.59761 -2.65984  0.093
H: 0.33698 2.14909 -1.85824  0.089
H: -1.67878 2.70946 1.16017  0.040
H: -1.25341 5.05141 0.44492  0.092
H: 1.07469 5.82899 0.06058  0.083
H: 2.95780 4.24879 0.37923  0.091
H: 2.51302 1.92701 1.07841  0.108
H: 0.68656 1.52140 4.22076  0.092
H: 2.56526 1.22813 5.81054  0.085
H: 4.40692 -0.34433 5.26738  0.081
H: 4.35499 -1.59992 3.13452  0.086
H: 2.44548 -1.25818 1.54009  0.077
O: -3.43808 -1.58310 0.23457  -0.208
N: -4.68266 -1.22575 0.30304  -0.217
C: -5.60049 -2.20527 0.46330  -0.054
C: -6.94995 -1.96552 0.54037  -0.118
C: -7.38069 -0.63862 0.44970  -0.141
C: -6.44985 0.35111 0.29122  -0.128
C: -5.05374 0.10580 0.20805  -0.657
S: -3.87580 1.30943 -0.00918  0.613
H: -5.15118 -3.18533 0.52209  0.123
H: -7.63244 -2.79423 0.66914  0.080
H: -8.43605 -0.39532 0.50643  0.084
H: -6.74663 1.38951 0.21993  0.085

Cartesian forces (eV/Å) of the 2 atoms listed first:
Fe 0.1 0.5 0.1
S 0.1 0.0 -0.1

The value obtained for the calculated total energy is -120506.7082 eV. The calculation puts the energy above the lowest of the compared OMol25 structures with the same formula, charge and spin at 0.4209 eV. The calculation puts the HOMO energy (spin up / spin down) at -0.01 / 0.23 eV. The spin multiplicity is 2. The frontier orbital gap (spin up / spin down) comes out at 0.1747 / 0.1659 Ha. The max |F| is 0.6 eV/Å. Its net charge is -2.

***

Density functional theory data (ωB97M-V with the def2-TZVPD basis set) for a structure of composition C30H24N2OPPt.

Each line ends with the Löwdin charge.
Positions of all 59 atoms, in Å:
Pt: -0.04200 0.22578 0.58614  0.948
O: 0.03435 -0.73246 3.36510  -0.032
N: -0.13488 0.53705 2.85370  -0.142
C: 0.68465 1.34389 3.38248  -0.084
C: 0.69280 2.79488 3.09395  -0.192
C: 0.98579 3.58382 4.20749  -0.023
C: 0.99291 4.96345 4.12534  -0.043
C: 0.74902 5.58183 2.90757  -0.042
C: 0.49699 4.81146 1.78486  -0.082
C: 0.43904 3.41882 1.85825  -0.289
P: 0.18168 2.53633 0.28146  0.957
C: -1.34671 3.11508 -0.48861  -0.368
C: -1.71554 2.46699 -1.67174  -0.127
C: -2.90629 2.78395 -2.30136  -0.056
C: -3.75048 3.73929 -1.74555  -0.055
C: -3.39975 4.37318 -0.56299  -0.057
C: -2.20134 4.06224 0.07024  -0.079
C: 1.55263 3.14608 -0.73435  -0.354
C: 1.36108 3.68020 -2.00488  -0.070
C: 2.45535 4.11713 -2.74366  -0.062
C: 3.73602 4.01714 -2.22180  -0.066
C: 3.93311 3.47737 -0.95364  -0.067
C: 2.84638 3.03844 -0.21391  -0.093
H: -0.81595 -1.14908 3.17592  0.106
H: 1.36015 0.96776 4.14934  0.150
H: 1.20414 3.09848 5.15446  0.124
H: 1.20862 5.55568 5.00649  0.118
H: 0.77274 6.66170 2.82869  0.118
H: 0.36432 5.29721 0.82434  0.121
H: -1.07783 1.69286 -2.08515  0.106
H: -3.18416 2.27742 -3.21763  0.114
H: -4.68917 3.97931 -2.23008  0.113
H: -4.06470 5.10736 -0.11927  0.115
H: -1.96236 4.53869 1.01259  0.102
H: 0.36284 3.77270 -2.41444  0.099
H: 2.30216 4.54158 -3.73008  0.113
H: 4.58455 4.35996 -2.80222  0.112
H: 4.93435 3.40255 -0.54113  0.112
H: 3.00175 2.61671 0.77594  0.108
N: 1.93346 -1.48646 -1.16870  0.179
C: 1.21669 -0.85645 -0.52571  -0.270
H: 2.58544 -2.01940 -1.71834  0.118
C: -5.45365 1.92363 2.03330  -0.071
C: -4.15297 2.19503 2.51112  -0.074
C: -3.06780 1.57105 1.96559  -0.069
C: -3.20088 0.61634 0.92112  -0.182
C: -2.11385 -0.08796 0.30512  -0.242
C: -2.35538 -0.99567 -0.69264  -0.145
C: -3.67136 -1.27081 -1.13761  -0.074
C: -4.72247 -0.60257 -0.59099  -0.031
C: -4.51862 0.34779 0.44461  -0.161
C: -5.62454 1.02738 1.02022  -0.030
H: -6.31055 2.42198 2.47259  0.108
H: -4.01492 2.90792 3.31719  0.108
H: -2.08687 1.80625 2.33696  0.068
H: -1.53831 -1.51684 -1.17189  0.072
H: -3.83096 -2.01010 -1.91496  0.108
H: -5.73658 -0.78628 -0.93678  0.118
H: -6.61759 0.81292 0.63460  0.117

Cartesian forces (eV/Å) of the 2 atoms listed first:
Pt -0.1 0.4 0.6
O -0.3 -0.4 0.1

The value obtained for the calculated total energy is -49053.9952 eV. The calculation puts the HOMO energy (spin up / spin down) at -10.16 / -10.37 eV. The spin multiplicity is 3. The frontier orbital gap (spin up / spin down) comes out at 0.2636 / 0.2194 Ha. The max |F| is 0.9 eV/Å. Its net charge is +1.

***

Density functional theory data (ωB97M-V with the def2-TZVPD basis set) for a structure of composition C30H25AsKN4O6S3 in a non-equilibrium geometry.

Each line ends with the Löwdin charge.
Positions of all 70 atoms, in Å:
K: -1.25306 -0.99446 -0.09322  0.779
N: 4.19584 -2.82536 -0.13772  0.112
C: 5.13854 -1.80356 -0.11142  -0.246
C: 6.49074 -2.10656 -0.05172  -0.036
C: 7.44244 -1.09266 -0.02432  -0.107
C: 7.04754 0.22734 -0.04702  -0.107
C: 5.69314 0.53914 -0.10822  -0.106
C: 4.74654 -0.46186 -0.14812  -0.401
S: 3.00134 -0.02976 -0.25892  1.016
N: 2.26174 -1.48336 -0.20842  -0.246
C: 2.81984 -2.62386 -0.16452  -0.340
C: 1.92944 -3.79686 -0.15162  -0.204
C: 2.38344 -5.11826 -0.09832  -0.023
C: 1.44314 -6.13696 -0.07812  -0.075
C: 0.09844 -5.81556 -0.12472  -0.036
C: -0.25946 -4.46996 -0.19582  -0.087
N: 0.63054 -3.50266 -0.20242  0.122
H: 4.55354 -3.76236 -0.06222  0.115
H: 6.80464 -3.14086 -0.03142  0.105
H: 8.49024 -1.35056 0.01548  0.095
H: 7.78034 1.01894 -0.02132  0.095
H: 5.35934 1.56444 -0.12862  0.093
H: 3.43444 -5.37486 -0.07142  0.094
H: 1.76664 -7.16836 -0.02842  0.102
H: -0.66026 -6.58086 -0.10922  0.105
H: -1.29406 -4.16566 -0.25372  0.086
O: -4.96026 1.33604 1.66678  -0.314
As: -3.93566 -0.15166 1.18298  0.832
O: -3.53226 -0.71006 2.64718  -0.482
O: -2.72816 0.57674 0.36308  -0.614
C: -5.38976 -0.92116 0.13868  -0.213
C: -6.69306 -0.46516 0.29308  -0.078
C: -7.70966 -0.95186 -0.51292  -0.089
C: -7.43486 -1.90026 -1.48682  -0.089
C: -6.14106 -2.37366 -1.63012  -0.062
C: -5.14326 -1.88486 -0.81222  -0.265
S: -3.47336 -2.49706 -0.96882  0.414
O: -2.77046 -1.60106 -1.87832  -0.408
O: -3.54666 -3.85996 -1.47572  -0.335
O: -2.90646 -2.44426 0.38338  -0.510
H: -4.33116 1.78124 2.23738  -0.004
H: -6.90126 0.28194 1.04538  0.095
H: -8.72456 -0.59106 -0.38742  0.096
H: -8.22096 -2.27426 -2.12902  0.095
H: -5.88266 -3.12646 -2.36052  0.110
N: 0.38184 0.86794 -0.60112  -0.477
S: 0.12534 1.71054 0.67298  1.000
C: 1.56534 2.88544 0.69798  -0.389
C: 1.80654 3.66004 -0.42582  -0.085
C: 2.96644 4.40404 -0.52482  -0.077
C: 3.89244 4.37604 0.50598  -0.102
C: 3.65054 3.60994 1.63418  -0.094
C: 2.48944 2.85764 1.72848  -0.106
C: -1.03816 3.06624 0.36138  -0.396
C: -1.84296 3.06914 -0.76132  -0.083
C: -2.72446 4.12024 -0.95652  -0.063
C: -2.79346 5.15344 -0.03682  -0.090
C: -1.98456 5.13954 1.08858  -0.085
C: -1.10676 4.08904 1.29268  -0.087
H: 0.47054 1.41774 -1.44762  0.011
H: 1.07764 3.67894 -1.22382  0.112
H: 3.14934 4.99674 -1.41002  0.102
H: 4.80344 4.95134 0.42728  0.098
H: 4.37054 3.58654 2.44058  0.102
H: 2.29754 2.24634 2.59878  0.109
H: -1.79916 2.23594 -1.44502  0.108
H: -3.37106 4.12724 -1.82222  0.106
H: -3.48626 5.96924 -0.19112  0.097
H: -2.04386 5.94694 1.80608  0.099
H: -0.47556 4.06574 2.17068  0.111

Cartesian forces (eV/Å) of the 2 atoms listed first:
K 3.9 -0.8 -0.2
N -0.2 -0.6 0.0

The value obtained for the calculated total energy is -159431.2945 eV. The calculation puts the energy above the lowest of the compared OMol25 structures with the same formula, charge and spin at 2.0795 eV. The calculation puts the HOMO energy at -5.18 eV. The frontier orbital gap comes out at 0.2662 Ha. The max |F| is 4.0 eV/Å. Its net charge is -1.